(1)
ORCA calculation (the ωB97M-V functional and the def2-TZVPD basis) on a single C4H5NO molecule in a non-equilibrium geometry.

Each line ends with the natural charge from an NBO analysis.
Positions of all 11 atoms, in Å:
C1 -1.4869 -0.4335 0.2421  -0.404
C2 -0.2855 -0.0853 0.7324  0.196
C3 0.3301 1.2047 0.4788  0.036
N1 1.3020 1.0378 -0.3519  -0.382
C4 1.2877 -0.3462 -0.6067  0.064
O1 0.6452 -1.0475 0.4036  -0.494
H1 -1.7779 -1.4716 0.1497  0.224
H2 -2.2556 0.3202 0.2503  0.198
H3 0.1814 -0.4255 -1.3440  0.139
H4 -0.0392 2.1736 0.7912  0.212
H5 2.1919 -0.8822 -0.8965  0.211

Forces on the atoms, in the same order (eV/Å):
C -1.1 0.8 1.6
C -1.0 -1.3 -1.6
C 0.8 0.4 -0.2
N -0.2 0.8 1.0
C -2.6 -1.6 -2.6
O 1.2 0.2 2.4
H 0.2 0.1 -0.3
H -0.4 0.0 -0.1
H 3.1 0.2 0.0
H 0.1 -0.1 0.0
H -0.2 0.5 -0.3

Calculated values
energy above the lowest of the compared OMol25 structures with the same formula, charge and spin	323.6	kJ/mol
structure (SMILES)	C=C1C=NCO1
charge	0
gap between HOMO and LUMO	10.09	eV
E	-285.291331	a.u.
multiplicity	1

(2)
ORCA calculation (the ωB97M-V functional and the def2-TZVPD basis) on a molecular structure, C38H39GdNO2P2Si in a non-equilibrium geometry.

Each line ends with the Mulliken spin population.
Positions of all 84 atoms, in Å:
C1 -4.3875 -1.4935 -2.8366  -0.012
C2 -3.0289 -1.1886 -2.8024  -0.002
C3 -2.6398 0.1853 -2.8636  -0.013
C4 -3.6186 1.1723 -3.0031  0.007
C5 -4.9716 0.8462 -2.9808  -0.014
C6 -5.3583 -0.4898 -2.9025  0.017
C7 -3.1770 2.6244 -3.0227  0.010
C8 -1.7720 2.7758 -3.5749  0.043
C9 -0.8693 1.7252 -3.3933  0.002
C10 0.4691 1.8580 -3.8598  0.018
C11 0.8446 3.0561 -4.4636  -0.019
C12 -0.0493 4.1236 -4.5830  0.023
C13 -1.3598 3.9841 -4.1308  -0.017
H1 -4.6957 -2.5417 -2.7949  -0.001
H2 -5.7055 1.6543 -3.0255  0.000
H3 -6.4150 -0.7545 -2.8950  0.001
H4 -3.8706 3.1988 -3.6467  0.000
H5 1.8655 3.1620 -4.8360  0.000
H6 0.2754 5.0625 -5.0308  0.001
H7 -2.0842 4.7994 -4.2028  0.000
N1 -1.2922 0.5873 -2.6669  0.066
Gd1 -0.7220 0.3107 -0.6108  6.577
C14 -2.0005 -2.2936 -2.6341  0.010
H8 -1.1360 -2.1400 -3.2997  0.001
H9 -2.4520 -3.2746 -2.8374  -0.001
C15 1.4709 0.7361 -3.6859  0.005
H10 1.1102 -0.1874 -4.1674  0.002
H11 2.4448 1.0117 -4.1126  0.001
P1 -1.3491 -2.3798 -0.8978  0.081
P2 1.7647 0.3107 -1.9207  0.106
C16 2.5592 1.8356 -1.2867  0.006
H12 2.5079 1.8468 -0.1877  0.000
H13 3.6121 1.8557 -1.6001  0.000
H14 2.0498 2.7288 -1.6698  0.000
C17 3.1728 -0.8335 -2.0139  0.006
H15 4.0306 -0.3395 -2.4925  0.003
H16 3.4529 -1.1499 -1.0006  -0.002
H17 2.8875 -1.7221 -2.5940  0.000
C18 -2.7506 -3.0858 0.0253  0.004
H18 -2.7422 -4.1809 -0.0565  0.002
H19 -2.6485 -2.8046 1.0823  -0.001
H20 -3.7051 -2.6925 -0.3442  -0.002
C19 -0.1677 -3.7603 -0.9544  0.006
H21 0.5800 -3.6065 -0.1633  -0.002
H22 -0.6930 -4.7096 -0.7776  0.003
H23 0.3466 -3.7914 -1.9246  0.000
C20 -3.1888 3.1559 -1.6507  0.004
O1 -2.5715 2.6775 -0.7041  0.007
H24 -3.8609 4.0313 -1.7570  0.003
O2 0.6160 -0.3046 0.9044  0.071
Si1 1.1309 -0.2962 2.4461  -0.003
C21 1.8326 1.3882 2.7905  0.001
C22 3.2022 1.5544 3.0221  0.000
C23 3.7316 2.8373 3.2149  0.000
C24 2.8972 3.9581 3.1588  0.000
C25 1.5304 3.7937 2.9040  0.000
C26 0.9999 2.5127 2.7163  0.001
C27 -0.3020 -0.7250 3.5574  0.001
C28 -0.9947 -1.9153 3.3003  -0.001
C29 -2.1175 -2.2545 4.0633  0.000
C30 -2.5470 -1.4065 5.0928  0.000
C31 -1.8429 -0.2276 5.3607  0.000
C32 -0.7172 0.1106 4.5964  -0.001
C33 2.4193 -1.6106 2.6991  0.001
C34 2.8859 -2.3717 1.6215  0.001
C35 3.8556 -3.3602 1.8353  0.000
C36 4.3369 -3.6084 3.1270  0.000
C37 3.8427 -2.8720 4.2089  0.000
C38 2.8785 -1.8785 3.9956  0.000
H25 3.8558 0.6801 3.0573  0.000
H26 4.7987 2.9536 3.4113  0.000
H27 3.3090 4.9576 3.3137  0.000
H28 0.8716 4.6622 2.8556  0.000
H29 -0.0699 2.3948 2.5159  -0.001
H30 -0.6575 -2.5854 2.5022  0.000
H31 -2.6543 -3.1825 3.8555  0.000
H32 -3.4251 -1.6704 5.6854  0.000
H33 -2.1656 0.4336 6.1666  0.000
H34 -0.1616 1.0255 4.8144  0.000
H35 2.4910 -2.1964 0.6179  -0.001
H36 4.2319 -3.9371 0.9880  0.000
H37 5.0929 -4.3790 3.2894  0.000
H38 4.2024 -3.0628 5.2210  0.000
H39 2.4812 -1.3137 4.8425  0.000

Forces on the atoms, in the same order (eV/Å):
C -0.2 0.1 0.1
C 0.4 0.5 0.2
C 0.2 -0.1 0.4
C -0.3 -0.1 0.1
C 0.1 -0.1 -0.2
C 0.0 -0.1 0.0
C 0.5 -1.4 -1.3
C 0.2 0.4 -0.1
C 0.2 0.0 0.3
C -0.5 -0.1 0.3
C -0.1 0.2 0.1
C 0.0 0.0 0.0
C 0.1 -0.2 -0.2
H 0.1 0.3 0.0
H 0.1 -0.3 0.0
H 0.3 0.1 0.0
H 0.1 0.0 0.2
H -0.3 0.0 0.1
H -0.1 -0.3 0.1
H 0.3 -0.2 -0.1
N -0.1 -0.8 -2.9
Gd -0.3 0.9 2.1
C -0.1 -0.1 0.0
H -0.3 0.0 0.2
H 0.1 0.2 -0.2
C 0.0 -0.1 0.0
H 0.1 0.2 0.0
H -0.3 -0.1 -0.1
P -0.8 -0.5 -0.9
P 0.4 0.8 -0.5
C 0.0 0.0 0.3
H 0.1 0.0 -0.2
H -0.3 0.1 0.1
H 0.1 -0.2 0.1
C 0.0 -0.5 0.2
H -0.3 -0.1 0.1
H 0.0 0.1 -0.3
H 0.1 0.2 0.2
C -0.1 0.1 0.5
H -0.1 0.3 0.0
H -0.1 -0.2 -0.2
H 0.2 0.0 0.1
C 0.5 0.0 0.2
H -0.1 -0.2 -0.2
H 0.2 0.3 -0.1
H -0.1 0.0 0.3
C 0.2 -0.2 0.4
O -0.8 0.8 -0.7
H 0.3 0.4 2.0
O 0.3 -0.1 0.2
Si 0.1 -0.2 -0.2
C 0.0 0.0 0.0
C 0.0 0.6 0.1
C -0.1 -0.1 -0.1
C -0.1 -0.3 0.0
C -0.1 -0.1 -0.1
C 0.4 0.4 0.1
C 0.1 0.2 0.0
C -0.5 0.0 0.4
C 0.2 0.1 -0.1
C 0.2 0.1 -0.1
C 0.1 -0.1 -0.1
C -0.5 -0.3 0.2
C -0.1 -0.1 0.0
C 0.5 -0.3 0.4
C -0.1 0.0 0.1
C -0.2 0.2 -0.1
C -0.2 0.2 -0.1
C 0.5 -0.4 -0.2
H -0.2 0.3 0.0
H -0.3 0.0 -0.1
H -0.1 -0.3 0.0
H 0.2 -0.2 0.0
H 0.3 0.1 0.1
H 0.0 0.2 0.2
H 0.1 0.2 0.1
H 0.3 0.1 -0.2
H 0.1 -0.2 -0.2
H -0.2 -0.2 0.0
H 0.1 0.0 0.3
H -0.1 0.1 0.3
H -0.2 0.2 -0.1
H -0.1 0.0 -0.3
H 0.1 -0.1 -0.2

Calculated values
<S²>	16.061
energy above the lowest of the compared OMol25 structures with the same formula, charge and spin	0.0	kJ/mol
charge	+1
gap between HOMO and LUMO (alpha / beta)	7.55 / 5.22	eV
E	-3414.460135	a.u.
multiplicity	8

(3)
ORCA calculation (the ωB97M-V functional and the def2-TZVPD basis) on a molecular structure, C45H62IrN6O4 in a non-equilibrium geometry.

Each line ends with the Löwdin charge.
Positions of all 118 atoms, in Å:
Ir1 -0.0900 -0.5887 0.3931  1.447
C1 -1.4634 -0.6054 6.4236  -0.062
C2 -0.1707 -0.7587 5.6058  -0.354
C3 -0.1748 -2.1084 4.8937  -0.058
C4 0.1618 0.5344 4.8259  -0.106
C5 0.5489 1.5693 5.6800  -0.045
C6 1.0435 2.7702 5.2255  -0.056
C7 1.2494 2.9318 3.8713  -0.041
C8 0.8985 1.9443 2.9646  -0.132
C9 1.2059 2.2336 1.5095  -0.384
C10 2.7051 2.4110 1.2976  -0.042
C11 0.4475 3.4647 1.0023  -0.049
C12 0.2502 0.7732 3.4283  -0.118
N1 -0.3948 -0.1087 2.5024  0.003
C13 -1.5391 -0.6028 2.8507  -0.126
C14 -2.1699 -1.5389 2.0747  -0.349
C15 -3.3034 -2.2980 2.3383  -0.003
C16 -3.4106 -3.1962 1.2892  -0.011
C17 -2.3514 -2.9483 0.3970  -0.209
N2 -1.6020 -1.9340 0.8903  0.006
C18 -2.1132 -3.6844 -0.9021  -0.529
C19 -2.6449 -2.8054 -2.0487  -0.023
C20 -2.8732 -5.0103 -0.9240  -0.053
C21 -0.6119 -3.9492 -1.0696  -0.046
H1 -1.5078 -1.3885 7.1820  0.088
H2 -2.3522 -0.7058 5.7948  0.068
H3 -1.5119 0.3595 6.9285  0.073
H4 0.6444 -0.8137 6.3306  0.134
H5 -1.1420 -2.3546 4.4550  0.068
H6 0.0467 -2.8841 5.6294  0.095
H7 0.5752 -2.1660 4.1201  0.037
H8 0.4788 1.4003 6.7483  0.120
H9 1.3109 3.5542 5.9220  0.112
H10 1.6943 3.8512 3.5089  0.114
H11 0.8937 1.3894 0.8995  0.044
H12 3.0847 3.2583 1.8695  0.090
H13 2.9036 2.5896 0.2416  0.084
H14 3.2532 1.5198 1.6116  0.084
H15 0.8597 4.3811 1.4276  0.089
H16 -0.6061 3.4009 1.2807  0.047
H17 0.5236 3.5306 -0.0864  0.088
H18 -2.0091 -0.2822 3.7749  0.138
H19 -3.9354 -2.2070 3.2087  0.117
H20 -4.1507 -3.9700 1.1742  0.108
H21 -3.7006 -2.5786 -1.8861  0.094
H22 -2.5440 -3.3283 -3.0034  0.095
H23 -2.0974 -1.8755 -2.0962  0.046
H24 -3.9521 -4.8484 -0.9339  0.085
H25 -2.6177 -5.6307 -0.0629  0.095
H26 -2.6085 -5.5598 -1.8288  0.090
H27 -0.0461 -3.0194 -1.0514  0.031
H28 -0.4275 -4.4546 -2.0201  0.087
H29 -0.2463 -4.5857 -0.2611  0.100
C22 -0.1390 -0.8769 -8.2803  -0.030
C23 -0.1196 -0.5724 -6.8104  -0.229
C24 0.5540 -1.3973 -5.9169  0.010
C25 0.5108 -1.1851 -4.5485  -0.155
C26 1.2853 -2.1067 -3.6464  -0.011
C27 -0.2388 -0.0897 -4.0601  -0.092
C28 -0.4724 0.1005 -2.6500  -0.160
O1 -0.3670 -0.7744 -1.7924  -0.169
C29 -0.8502 0.8112 -4.9633  -0.191
C30 -1.5956 2.0375 -4.4890  -0.041
C31 -0.7896 0.5463 -6.3146  0.002
H30 0.4786 -1.7421 -8.5115  0.080
H31 0.2198 -0.0248 -8.8592  0.091
H32 -1.1620 -1.0818 -8.6005  0.093
H33 1.1176 -2.2397 -6.3014  0.124
H34 2.0758 -2.6006 -4.2115  0.094
H35 0.6343 -2.8746 -3.2291  0.073
H36 1.7258 -1.5655 -2.8113  0.060
H37 -0.8289 1.0944 -2.3461  0.115
H38 -2.4381 1.7751 -3.8464  0.078
H39 -1.9874 2.5904 -5.3397  0.083
H40 -0.9329 2.7053 -3.9341  0.090
H41 -1.2826 1.2142 -7.0119  0.126
C32 3.6863 -3.2614 -0.8653  -0.059
C33 4.3352 -1.9413 -1.2807  -0.146
C34 4.0959 -0.7422 -0.3191  -0.276
C35 4.6938 0.5542 -0.9209  -0.166
C36 6.0982 0.4353 -1.5131  -0.079
C37 4.7450 -1.0586 1.0195  -0.397
O2 5.9191 -0.9027 1.2436  0.128
N3 3.9098 -1.5853 1.9847  0.217
C38 2.5323 -1.7618 1.9147  -0.511
O3 1.9498 -2.3562 2.7808  0.091
N4 1.9110 -1.1756 0.8308  0.038
C39 2.5956 -0.5690 -0.1532  -0.464
O4 1.9095 0.0992 -0.9397  -0.022
H42 3.9237 -4.0309 -1.5997  0.085
H43 2.5985 -3.1831 -0.8043  0.064
H44 4.0594 -3.6058 0.1008  0.085
H45 3.9619 -1.6458 -2.2640  0.116
H46 5.4132 -2.0790 -1.3502  0.123
H47 4.7188 1.3031 -0.1326  0.100
H48 4.0021 0.9017 -1.6877  0.117
H49 6.7994 0.0376 -0.7839  0.073
H50 6.4399 1.4295 -1.8020  0.080
H51 6.1120 -0.1946 -2.4027  0.073
H52 4.3425 -1.8714 2.8523  0.174
N5 -1.6786 0.8090 0.1667  0.128
C40 -2.4289 1.6747 0.2941  -0.178
N6 -3.2984 2.6365 0.4039  -0.066
C41 -3.5962 3.5186 -0.7385  -0.116
C42 -3.0674 4.9168 -0.4511  -0.168
C43 -3.6675 5.4416 0.8559  -0.184
C44 -3.3415 4.4958 2.0159  -0.168
C45 -3.8177 3.0816 1.7087  -0.115
H53 -4.6811 3.5403 -0.8664  0.135
H54 -3.1528 3.0922 -1.6370  0.115
H55 -3.3243 5.5751 -1.2825  0.120
H56 -1.9770 4.8789 -0.3726  0.109
H57 -4.7535 5.5260 0.7475  0.119
H58 -3.2794 6.4369 1.0708  0.117
H59 -3.8270 4.8362 2.9316  0.121
H60 -2.2631 4.4886 2.1956  0.104
H61 -4.9085 3.0583 1.6528  0.133
H62 -3.4991 2.3759 2.4741  0.128

Forces on the atoms, in the same order (eV/Å):
Ir -1.6 1.1 1.3
C 0.1 0.1 0.0
C -0.4 0.1 -0.1
C 0.0 0.0 0.1
C 0.2 -0.2 -0.1
C 0.0 -0.1 0.0
C 0.0 0.1 0.1
C 0.1 0.0 0.0
C -0.4 -0.2 0.0
C 0.0 0.3 0.2
C -0.1 -0.1 -0.1
C 0.0 -0.2 -0.1
C 0.3 0.3 0.1
N 1.0 -0.1 -1.3
C 0.0 0.4 0.7
C -0.9 -0.4 -0.2
C -0.2 -0.1 0.0
C 0.1 0.1 0.0
C 0.1 -0.1 -0.2
N 1.0 0.6 -0.1
C 0.1 0.4 0.0
C -0.1 -0.2 0.0
C 0.1 0.0 0.1
C -0.1 -0.1 0.1
H -0.1 0.0 0.0
H 0.0 0.0 0.0
H -0.1 0.0 0.0
H 0.0 0.1 0.0
H 0.0 0.0 0.1
H -0.1 0.0 0.0
H 0.0 0.0 0.0
H 0.0 0.0 0.0
H 0.0 0.0 0.0
H 0.0 0.0 0.0
H 0.0 0.0 -0.1
H 0.0 0.0 0.0
H 0.1 0.0 0.0
H 0.0 0.0 0.0
H 0.0 0.0 0.0
H 0.0 0.1 -0.1
H 0.0 0.0 0.0
H 0.1 0.0 0.0
H 0.0 -0.1 0.0
H 0.0 0.0 0.0
H 0.0 -0.1 0.0
H 0.0 0.0 0.0
H -0.1 0.0 -0.1
H 0.0 0.0 0.0
H 0.0 0.0 0.0
H 0.0 0.0 0.0
H 0.0 0.0 0.0
H 0.0 0.0 0.0
H 0.0 0.0 0.0
C 0.0 0.1 0.1
C 0.0 0.0 0.0
C 0.0 0.0 -0.1
C 0.0 0.0 0.1
C -0.1 0.0 -0.1
C 0.0 -0.3 -0.1
C -0.1 0.5 0.1
O 0.9 -0.7 0.3
C -0.1 0.1 0.1
C 0.1 -0.1 0.0
C 0.0 0.0 -0.1
H 0.0 0.0 0.0
H 0.0 0.0 0.0
H 0.0 0.0 0.0
H 0.0 0.0 0.0
H 0.0 0.0 0.0
H 0.0 0.0 0.0
H 0.0 0.0 0.0
H 0.1 0.0 0.1
H 0.0 0.0 0.0
H 0.0 0.0 0.0
H 0.0 0.0 0.0
H 0.0 0.0 0.0
C 0.0 0.1 0.0
C -0.2 -0.2 0.2
C -0.1 0.2 -0.2
C 0.2 -0.2 0.0
C -0.1 0.0 0.0
C -0.1 0.0 0.0
O 0.0 0.0 0.0
N 0.0 0.1 0.0
C 0.1 0.0 -0.2
O 0.0 -0.2 0.0
N -0.8 -0.5 -0.5
C 0.3 -0.2 0.3
O -0.1 0.6 0.1
H 0.0 0.0 0.0
H 0.0 0.0 0.0
H 0.0 0.0 0.0
H 0.1 0.1 0.0
H 0.0 0.1 -0.1
H 0.0 0.1 0.0
H 0.0 0.0 0.0
H 0.0 0.0 0.0
H 0.0 0.0 -0.1
H 0.0 0.0 0.0
H 0.0 -0.1 0.0
N 0.6 -1.0 -0.1
C -0.3 0.2 0.0
N -0.1 0.0 -0.1
C 0.2 0.1 0.0
C -0.2 0.0 0.1
C 0.2 -0.1 0.0
C -0.1 0.1 -0.1
C 0.1 0.1 0.2
H 0.0 -0.1 0.0
H 0.0 -0.1 0.0
H 0.0 0.0 0.0
H 0.0 0.0 0.0
H 0.0 0.0 0.0
H -0.1 0.0 0.0
H 0.0 0.0 0.0
H 0.0 0.0 0.0
H 0.0 -0.1 0.0
H 0.0 -0.1 0.0

Calculated values
energy above the lowest of the compared OMol25 structures with the same formula, charge and spin	215.4	kJ/mol
charge	+1
gap between HOMO and LUMO	6.80	eV
E	-2485.630812	a.u.
multiplicity	1

(4)
ORCA calculation (the ωB97M-V functional and the def2-TZVPD basis) on a single C5H7NO2 molecule in a non-equilibrium geometry.

Each line ends with the natural charge from an NBO analysis.
Positions of all 15 atoms, in Å:
C1 2.0002 0.0695 -0.0493  -0.283
C2 0.5520 0.6097 0.0036  0.654
C3 2.9036 1.0405 -0.3812  -0.310
C4 -1.9954 0.2131 0.3363  -0.364
C5 -3.2320 0.2924 -0.5524  0.430
N1 -0.5838 -0.2568 -0.0813  -0.656
O1 0.2941 1.7220 0.3032  -0.586
O2 -4.2916 0.2689 0.0312  -0.510
H1 3.9004 0.9364 -0.0818  0.200
H2 2.5147 2.0517 -0.5068  0.227
H3 -2.3241 -0.2826 1.2547  0.215
H4 -1.6672 1.2412 0.5361  0.265
H5 -3.0869 0.5317 -1.6045  0.126
H6 -0.5204 -1.1583 0.4333  0.382
H7 2.0243 -0.8668 0.3840  0.212

Forces on the atoms, in the same order (eV/Å):
C -1.3 4.3 -1.4
C -1.4 -2.6 0.9
C -2.5 -1.6 1.9
C 2.5 0.8 -0.1
C 0.7 0.1 1.5
N -1.3 -2.7 0.5
O 0.4 3.4 -0.2
O 0.3 -0.1 -1.0
H 1.6 -0.3 -0.4
H 0.1 -0.4 -0.5
H 0.3 0.1 -0.1
H -1.1 0.4 0.4
H -0.3 -0.1 -0.5
H 0.9 0.7 -1.3
H 1.1 -2.0 0.4

Calculated values
energy above the lowest of the compared OMol25 structures with the same formula, charge and spin	239.9	kJ/mol
structure (SMILES)	C=CC(=O)NCC=O
charge	0
gap between HOMO and LUMO	10.18	eV
E	-399.874171	a.u.
multiplicity	1